{
  "formula": "C6H20KO4",
  "method": "ωB97M-V with the def2-TZVPD basis set",
  "lumo_energy_ev": -3.12,
  "e_homo_ev": -13.2,
  "gap_ev": 10.096,
  "de_lowest_kcal_mol": 0.00,
  "total_charge": 1,
  "e_tot_ha": -1141.3150,
  "symbols": ["K", "O", "H", "H", "O", "H", "H", "C", "C", "C", "O", "H", "H", "H", "H", "H", "H", "H", "H", "C", "C", "C", "O", "H", "H", "H", "H", "H", "H", "H", "H"],
  "coordinates": [[0.214367, -0.675870, 1.540642], [-2.127483, -2.428240, 1.261592], [-2.875813, -3.025070, 1.256072], [-1.868903, -2.376060, 2.181722], [1.394677, -1.063450, 4.097232], [1.787447, -1.913490, 4.295722], [1.380017, -0.603940, 4.936802], [-1.171373, 2.476330, 0.294472], [0.240107, 3.005250, 0.514052], [0.258267, 4.298610, 1.298912], [1.058517, 2.133920, 1.286302], [-1.632003, 2.069260, 1.194592], [-1.088663, 1.712380, -0.478608], [-1.858223, 3.263800, -0.015718], [0.769777, 3.315610, -0.386628], [-0.136133, 4.134080, 2.301652], [-0.293963, 5.030340, 0.709252], [1.277747, 4.676770, 1.374802], [1.916207, 2.557180, 1.368902], [-0.956643, -1.977180, -2.919578], [0.056687, -2.251930, -1.849898], [1.325237, -2.915430, -2.326288], [0.314807, -0.937840, -1.391198], [-1.479693, -2.883160, -3.225728], [-0.395773, -1.825740, -3.841848], [-1.640863, -1.133640, -2.828058], [-0.450253, -2.874500, -1.112648], [2.044097, -3.113650, -1.531278], [1.846497, -2.237570, -3.002228], [1.094437, -3.752220, -2.985528], [0.996877, -0.684540, -2.017478]],
  "forces_ev_per_angstrom": [[0.1, 0.4, -0.4], [0.6, 0.4, -0.1], [-0.3, -0.2, -0.1], [-0.3, -0.3, 0.4], [-0.2, 0.0, -0.5], [0.2, -0.3, 0.1], [0.0, 0.2, 0.2], [0.8, -0.4, -0.3], [0.2, 2.0, 1.1], [-0.4, 0.4, -0.3], [-0.2, -1.8, -0.3], [0.3, -0.1, 0.2], [-0.5, -0.2, 0.0], [0.3, 0.0, -0.3], [-0.3, -0.8, -0.7], [-0.2, 0.3, -0.1], [-0.2, 0.3, 0.5], [0.1, 0.0, 0.1], [0.1, 0.0, 0.1], [0.0, -1.6, -2.5], [-1.5, -0.1, -0.3], [0.0, 0.4, -0.6], [1.2, 0.4, 1.7], [-0.5, -0.1, 0.4], [0.2, 0.6, -0.3], [0.2, -0.3, 0.6], [0.3, 0.3, 0.7], [-0.3, -0.5, 0.0], [0.0, 0.3, -0.2], [0.1, -0.4, 0.5], [0.2, 0.8, 0.1]]
}

{
  "formula": "C6H20N3Si",
  "method": "ωB97M-V with the def2-TZVPD basis set",
  "lumo_energy_ev": -2.80,
  "e_homo_ev": -13.9,
  "gap_ev": 11.125,
  "de_lowest_kcal_mol": 0.00,
  "total_charge": 1,
  "e_tot_ha": -694.1397,
  "symbols": ["C", "C", "C", "C", "C", "C", "N", "N", "N", "Si", "H", "H", "H", "H", "H", "H", "H", "H", "H", "H", "H", "H", "H", "H", "H", "H", "H", "H", "H", "H"],
  "coordinates": [[-0.925676, 0.101458, 4.328848], [2.125503, -0.004259, -0.441578], [1.454973, 0.334582, -3.412204], [0.337160, -2.126821, -1.728388], [-1.176597, 0.422840, 2.906896], [-0.731869, 0.607348, -1.272834], [-1.104079, 0.868821, -0.117626], [-1.441419, 1.163404, -2.352581], [-0.189600, -0.248368, 2.051911], [0.857770, -0.310822, -1.761571], [-1.098521, -1.012225, 4.506807], [0.139931, 0.250406, 4.427091], [-1.622395, 0.605131, 4.970460], [1.800378, -0.657700, 0.485435], [3.084476, -0.332414, -0.782389], [2.198323, 1.032740, -0.082391], [0.893006, -0.080770, -4.368399], [1.086682, 1.360395, -3.181888], [2.513502, 0.342711, -3.704950], [-0.211461, -2.136460, -2.721163], [1.159959, -2.774992, -1.804457], [-0.343795, -2.539383, -1.017454], [-1.277969, 1.483262, 2.577942], [-2.237179, 0.006984, 2.651806], [-0.752788, 0.393415, 0.789071], [-1.954572, 1.396561, -0.027146], [-2.061257, 1.901550, -2.124025], [-0.937768, 1.215134, -3.306876], [-0.365710, -1.245835, 2.146593], [0.780993, -0.016694, 2.365060]],
  "forces_ev_per_angstrom": [[-0.1, -1.7, 0.1], [-1.4, -0.4, 2.3], [-1.9, -0.3, -1.5], [-1.2, 1.7, -2.2], [-2.8, -0.5, -1.5], [0.2, 1.2, -5.8], [-1.8, 0.5, 3.2], [2.9, -1.5, -0.5], [0.3, 0.1, 0.3], [1.1, -2.2, 0.7], [0.2, 1.3, -0.3], [0.2, 0.5, 1.2], [0.3, 0.6, 0.7], [0.8, 1.2, -1.8], [0.7, -0.3, -0.1], [0.1, -0.3, -0.2], [0.8, 0.9, 2.0], [0.7, 0.0, -1.0], [-0.3, 0.0, 0.7], [0.5, -0.5, 0.9], [1.2, -0.9, -0.2], [-0.5, 0.2, 0.8], [0.5, -0.4, 0.8], [1.7, 0.5, 0.0], [0.9, -0.2, -0.5], [-0.4, 0.3, 0.2], [-0.8, 0.7, -0.2], [-1.4, -0.1, 2.3], [0.5, 0.0, 0.0], [-1.2, -0.4, -0.3]]
}

{
  "formula": "C6H20NSi2",
  "method": "ωB97M-V with the def2-TZVPD basis set",
  "lumo_energy_ev": -3.43,
  "e_homo_ev": -14.0,
  "gap_ev": 10.573,
  "de_lowest_kcal_mol": 0.00,
  "total_charge": 1,
  "e_tot_ha": -874.0023,
  "symbols": ["C", "C", "C", "C", "Si", "N", "C", "C", "Si", "H", "H", "H", "H", "H", "H", "H", "H", "H", "H", "H", "H", "H", "H", "H", "H", "H", "H", "H", "H"],
  "coordinates": [[2.259627, 0.777753, -1.145286], [1.741049, -0.255126, -0.161823], [1.803442, 0.433210, 1.173421], [2.639582, -1.507907, -0.137481], [-0.076435, -1.013452, -0.448682], [-1.859615, 0.136320, 0.114083], [-1.794071, 1.029853, -1.007476], [-1.579080, 0.963988, 1.326722], [-3.475102, -0.851717, 0.000273], [2.469703, 0.268171, -2.119520], [1.543913, 1.655555, -1.347489], [3.247595, 1.034144, -0.814885], [1.122362, -0.062560, 1.908785], [1.676389, 1.555748, 1.099554], [2.846427, 0.242813, 1.504473], [2.642864, -1.992145, 0.853620], [2.442829, -2.161816, -0.885138], [3.712315, -1.165417, -0.250616], [-0.553110, -1.213174, -1.703329], [-0.294237, -1.975865, 0.787494], [-1.890505, 0.465852, -1.867948], [-2.484695, 1.921047, -0.963947], [-0.859029, 1.437526, -0.884373], [-2.336967, 1.784741, 1.452781], [-1.540446, 0.233096, 2.269674], [-0.546999, 1.501173, 1.078195], [-3.824697, -0.656304, -1.367592], [-2.777892, -2.117624, 0.304414], [-4.255222, -0.467876, 1.232099]],
  "forces_ev_per_angstrom": [[-1.1, -0.6, -2.5], [-1.6, 0.2, -0.5], [0.3, 0.1, 1.4], [1.7, 2.4, 2.6], [0.5, 0.8, 5.3], [0.3, -0.9, 0.4], [-1.8, 2.1, 0.8], [1.4, -0.5, 1.1], [2.2, -0.2, 2.4], [-0.4, 0.6, 0.4], [1.4, -1.2, 0.5], [0.4, 0.9, 0.4], [0.6, 0.7, -0.2], [-0.2, -1.4, 0.3], [-0.5, 0.4, 0.3], [-0.4, 0.0, -0.5], [-0.5, -2.3, -2.3], [-1.1, -0.2, -0.1], [-0.8, -0.9, -2.5], [0.3, 0.5, -1.6], [-0.3, -0.5, -2.1], [0.2, -1.1, -0.1], [2.5, 1.4, -0.8], [0.5, -1.0, 0.0], [0.1, 2.0, -2.0], [-2.1, -1.2, 1.1], [-0.7, 0.1, -0.6], [-0.6, -0.4, -0.3], [0.0, 0.1, -0.9]]
}

What did the second record say?
{
  "formula": "C6H20N3Si",
  "method": "ωB97M-V with the def2-TZVPD basis set",
  "lumo_energy_ev": -2.80,
  "e_homo_ev": -13.9,
  "gap_ev": 11.125,
  "de_lowest_kcal_mol": 0.00,
  "total_charge": 1,
  "e_tot_ha": -694.1397,
  "symbols": ["C", "C", "C", "C", "C", "C", "N", "N", "N", "Si", "H", "H", "H", "H", "H", "H", "H", "H", "H", "H", "H", "H", "H", "H", "H", "H", "H", "H", "H", "H"],
  "coordinates": [[-0.925676, 0.101458, 4.328848], [2.125503, -0.004259, -0.441578], [1.454973, 0.334582, -3.412204], [0.337160, -2.126821, -1.728388], [-1.176597, 0.422840, 2.906896], [-0.731869, 0.607348, -1.272834], [-1.104079, 0.868821, -0.117626], [-1.441419, 1.163404, -2.352581], [-0.189600, -0.248368, 2.051911], [0.857770, -0.310822, -1.761571], [-1.098521, -1.012225, 4.506807], [0.139931, 0.250406, 4.427091], [-1.622395, 0.605131, 4.970460], [1.800378, -0.657700, 0.485435], [3.084476, -0.332414, -0.782389], [2.198323, 1.032740, -0.082391], [0.893006, -0.080770, -4.368399], [1.086682, 1.360395, -3.181888], [2.513502, 0.342711, -3.704950], [-0.211461, -2.136460, -2.721163], [1.159959, -2.774992, -1.804457], [-0.343795, -2.539383, -1.017454], [-1.277969, 1.483262, 2.577942], [-2.237179, 0.006984, 2.651806], [-0.752788, 0.393415, 0.789071], [-1.954572, 1.396561, -0.027146], [-2.061257, 1.901550, -2.124025], [-0.937768, 1.215134, -3.306876], [-0.365710, -1.245835, 2.146593], [0.780993, -0.016694, 2.365060]],
  "forces_ev_per_angstrom": [[-0.1, -1.7, 0.1], [-1.4, -0.4, 2.3], [-1.9, -0.3, -1.5], [-1.2, 1.7, -2.2], [-2.8, -0.5, -1.5], [0.2, 1.2, -5.8], [-1.8, 0.5, 3.2], [2.9, -1.5, -0.5], [0.3, 0.1, 0.3], [1.1, -2.2, 0.7], [0.2, 1.3, -0.3], [0.2, 0.5, 1.2], [0.3, 0.6, 0.7], [0.8, 1.2, -1.8], [0.7, -0.3, -0.1], [0.1, -0.3, -0.2], [0.8, 0.9, 2.0], [0.7, 0.0, -1.0], [-0.3, 0.0, 0.7], [0.5, -0.5, 0.9], [1.2, -0.9, -0.2], [-0.5, 0.2, 0.8], [0.5, -0.4, 0.8], [1.7, 0.5, 0.0], [0.9, -0.2, -0.5], [-0.4, 0.3, 0.2], [-0.8, 0.7, -0.2], [-1.4, -0.1, 2.3], [0.5, 0.0, 0.0], [-1.2, -0.4, -0.3]]
}